The following is a DFT calculation (the ωB97M-V functional and the def2-TZVPD basis) of C43H38Cl5N6O5PTa as an isolated structure.

ORCA input file:
```
! wB97M-V def2-TZVPD RIJCOSX def2/J DEFGRID3
* xyz 1 1
Ta 0.0956 0.2622 0.3517
Cl 2.6249 -1.9154 -0.9285
Cl 4.3395 -0.4978 -5.8544
Cl 4.7770 -2.0626 -3.1870
Cl 1.7216 1.1546 -6.2528
Cl -0.4222 1.2486 -3.9716
P 0.3881 -1.9870 1.8370
O 1.0100 2.5950 -1.3927
O -3.0424 0.4748 2.9691
O 0.3672 -0.1435 -1.5775
O -5.6165 -3.2812 -2.5536
O -1.0689 0.5242 1.9684
N -0.6647 3.9802 -1.9523
N -1.8719 -0.9698 -0.2260
N 1.5624 1.0271 0.9687
N -3.3276 -1.7930 -2.0266
N -3.1831 1.7935 0.3548
N -1.0332 2.1187 -0.4855
C 2.6305 1.7154 1.5412
C 4.3389 -1.8857 2.7053
C 2.4812 2.2278 2.8439
C -0.5494 -3.4269 1.2203
C 3.5368 2.9207 3.4200
C -5.7463 -2.0191 -1.9290
C 1.2019 2.0346 3.6034
C 0.2052 -2.6406 4.5077
C -1.3150 -0.8971 3.8523
C -0.1615 2.8710 -1.2740
C -3.2048 -3.1666 -2.5415
C 3.8325 1.9002 0.8344
C -2.5555 -1.3637 -1.0743
C -0.9079 -5.1189 -0.4657
C -1.8703 -0.9195 5.1279
C 3.0133 -1.5548 2.4839
C -4.4415 -3.9499 -2.1355
C -2.3148 2.5014 -0.3791
C 1.9998 0.3237 -4.7773
C -2.0592 -5.5385 0.1879
C 4.7213 3.1136 2.7292
C 4.7592 -3.2013 2.5553
C 3.3655 -1.1127 -3.4117
C 0.2860 4.7185 -2.7818
C 3.8483 -4.1848 2.2014
C 1.2731 -0.2507 -2.5330
C 2.5158 -3.8587 1.9849
C 3.1677 -0.4194 -4.6034
C -2.8140 3.6365 -1.0812
C 4.8596 2.6061 1.4480
C 1.0602 0.3900 -3.7572
C -1.9564 4.3397 -1.8459
C -2.4647 -4.8916 1.3463
C -0.2721 -1.7704 3.5285
C -1.7147 -3.8431 1.8614
C -0.1652 -4.0618 0.0386
C -1.3779 -1.7784 6.0948
C 2.0955 -2.5382 2.1149
C -0.3341 -2.6383 5.7838
C 4.0290 1.3496 -0.5473
C -4.5962 -1.1100 -2.3285
C 2.4203 -1.0323 -2.3956
C -1.8955 0.0867 2.8838
H 5.0425 -1.1123 2.9844
H -4.4509 -4.0864 -1.0461
H -2.2991 -3.6153 -2.1372
H -4.0574 2.2455 0.5706
H -3.1275 -3.1107 -3.6287
H 1.0076 -3.3278 4.2719
H -3.3592 -5.2117 1.8649
H -6.6957 -1.5974 -2.2543
H 4.9481 1.7391 -0.9836
H 0.7092 4.0524 -3.5306
H 0.0583 -3.3144 6.5317
H -2.0429 -3.3615 2.7732
H -4.6222 -0.1613 -1.7941
H -0.5794 -5.6182 -1.3685
H 5.7861 2.7535 0.9066
H 2.6964 -0.5264 2.5896
H 0.9580 0.9741 3.7104
H -2.6868 -0.2437 5.3426
H -0.2416 5.5363 -3.2649
H -1.8061 -1.7772 7.0881
H 4.1074 0.2631 -0.5215
H 1.8123 -4.6376 1.7237
H -2.6328 -6.3707 -0.2000
H -3.8496 3.9227 -0.9903
H 0.7219 -3.7421 -0.4938
H 3.1940 1.6142 -1.1928
H -4.6235 -0.9179 -3.4025
H -5.7666 -2.1387 -0.8375
H 5.7972 -3.4597 2.7177
H 1.0934 5.1061 -2.1648
H 5.5357 3.6587 3.1884
H -2.8435 1.2073 1.1100
H 0.3592 2.4962 3.0867
H -4.4443 -4.9282 -2.6136
H -2.2592 5.2144 -2.4051
H 1.2785 2.4702 4.5985
H 3.4211 3.3185 4.4208
H 4.1715 -5.2118 2.0945
*
```

## Properties
HOMO = -10.24 eV
frontier orbital gap = 0.28990 Eh
electronic energy = -137839.7618 eV
energy above the lowest of the compared OMol25 structures with the same formula, charge and spin = 2.6 kcal per mole

The following is a DFT calculation (the ωB97M-V functional and the def2-TZVPD basis) of C20H12ClN3O10Zn as an isolated structure.

ORCA input file:
```
! wB97M-V def2-TZVPD RIJCOSX def2/J DEFGRID3
* xyz 0 1
Zn -0.6249 0.3673 1.1438
Cl -1.8056 1.1556 3.4976
O 2.4886 6.0483 -1.9288
O -2.8839 0.6842 4.2874
O -1.7587 -1.3149 1.0105
O -2.5749 -6.5211 -2.3536
O -0.1776 -0.9629 -0.4401
O -1.2636 2.3787 3.9987
O -3.7681 -5.8348 -0.4988
O 4.4051 5.0681 -1.9949
O -2.2448 1.3758 2.1003
O -0.7359 0.1517 3.4126
N 1.3681 0.9555 1.5840
N 3.2396 5.1289 -1.6685
N -0.3756 2.1504 -0.0612
C 4.0297 1.7072 1.7275
C -0.9639 3.7712 -1.6917
C 2.1823 0.3765 2.4404
C 1.8339 1.9367 0.7890
C -3.6154 -6.8880 -1.4445
C -0.7465 -3.3927 -1.7849
C -2.7967 -4.9131 -0.7934
C 0.8959 2.5912 -0.0978
C 0.3260 4.2276 -1.7535
C 3.5899 3.4003 -0.0493
C -1.4606 -2.9758 -0.6702
C 1.3078 3.6474 -0.9228
C 2.7049 4.0140 -0.8576
C -1.0504 -4.5920 -2.4324
C -2.0836 -5.3283 -1.9071
C -1.2824 2.7276 -0.8155
C -1.1118 -1.6989 -0.0039
C 3.5364 0.7247 2.5434
C -2.5147 -3.7423 -0.1454
C 3.1652 2.3484 0.8224
H -3.3314 -7.8071 -0.9259
H 1.7404 -0.3816 3.0744
H 0.0543 -2.7628 -2.1450
H 4.1657 0.2180 3.2602
H -2.2935 2.3502 -0.7245
H -3.0632 -3.4079 0.7226
H 0.5858 5.0315 -2.4213
H -0.5035 -4.9283 -3.3015
H -4.5466 -7.0175 -1.9988
H 4.6228 3.7193 -0.0497
H -1.7340 4.2092 -2.3096
H 5.0695 2.0045 1.7773
*
```

## Properties
HOMO = -8.24 eV
frontier orbital gap = 0.24244 Eh
electronic energy = -106812.9232 eV
energy above the lowest of the compared OMol25 structures with the same formula, charge and spin = 3.2 kcal per mole

The following is a DFT calculation (the ωB97M-V functional and the def2-TZVPD basis) of a 5-piece molecular cluster, C67H52IN2O11PS overall in a non-equilibrium geometry.

ORCA input file:
```
! wB97M-V def2-TZVPD RIJCOSX def2/J DEFGRID3
* xyz 0 1
I -2.0915 -0.2984 -1.6427
S 0.4350 -1.1069 3.2200
P -1.2113 -2.1249 3.3429
O 4.2948 -0.9985 -7.0689
O -0.6063 -3.6492 -3.5669
O -2.1252 4.3930 8.5448
O -1.9302 -5.5766 -8.3951
O 6.0572 4.1804 -0.7134
O -0.9924 1.3376 5.2498
O 2.9855 -0.2156 -0.4902
O -2.3776 0.5288 3.8536
O 1.3142 3.4631 -7.0166
O -5.6191 -1.0513 3.4902
O -3.6478 1.2774 12.6382
N -3.8279 -2.2675 2.7600
N -2.1185 1.3637 4.9745
C -0.5599 1.9060 1.7209
C -2.5410 -2.1050 2.0216
C -2.6648 0.0115 10.3442
C 3.1915 2.3410 -7.8932
C 0.0408 -3.4262 0.4902
C 4.0908 3.3058 2.8713
C 5.9989 2.5259 -2.9722
C -2.5498 -2.2641 -5.0224
C 2.1311 -0.8981 -5.2615
C -1.7524 -0.0413 0.5070
C 0.6406 1.4512 -5.2061
C -3.4716 3.4636 11.7671
C 5.3904 3.1702 -0.6537
C 0.1150 -6.8799 -6.9978
C 5.9412 1.6616 -4.0524
C 5.1134 1.1216 -8.6844
C 4.6587 3.3323 -9.5132
C -3.0609 4.2748 10.7078
C -1.6167 1.4730 0.7081
C 1.1235 -7.4775 -6.2618
C 5.4542 2.1921 -9.4927
C -0.8760 -4.0596 -4.6773
C 1.0911 -0.7529 -4.3543
C 4.4990 1.0878 -1.7500
C 4.4441 0.2264 -2.8366
C 0.3503 0.4253 -4.3270
C 2.4482 0.1447 -6.1257
C -4.0190 4.0374 12.9074
C -0.5359 -5.7595 -6.4988
C 3.7065 0.7586 -0.5300
C -2.2562 -3.8925 -6.7738
C -3.3290 1.9792 11.7033
C 3.1537 1.3635 1.8104
C -3.9142 -0.0161 2.0921
C -0.1802 -5.2470 -5.2495
C -1.8235 0.2497 8.0991
C 0.8335 -5.8503 -4.5159
C -2.7842 1.3908 10.4447
C 5.1685 0.5076 -3.9823
C 1.6928 1.3223 -6.0997
C 1.9973 2.4621 -7.0091
C -2.4846 -3.3669 1.1276
C -2.4071 2.1989 9.3707
C -1.6053 -5.1193 -7.3216
C -2.4955 3.6866 9.4572
C -3.5451 0.9940 3.1725
C 3.8397 1.6699 0.6437
C 3.6239 0.0132 -7.0375
C 3.2771 2.1795 2.9212
C 4.7736 3.6200 1.7088
C 5.2868 2.2396 -1.8154
C -3.8445 -2.1108 -7.0402
C 3.5307 3.4076 -8.7151
C 4.6498 2.8058 0.5903
C -2.1826 -0.5528 9.1766
C 3.9786 1.1896 -7.8855
C -4.5959 -1.1443 2.8498
C -3.2184 -3.2421 -7.5356
C -1.4126 -3.5720 0.0635
C -1.9177 -3.3980 -5.5133
C 1.4860 -6.9601 -5.0232
C -2.8707 -0.7884 1.2718
C -3.7293 6.2212 11.9434
C -3.1864 5.6548 10.8035
C -3.5140 -1.6238 -5.7801
C -1.9360 1.6281 8.1958
C -4.1501 5.4121 12.9933
H 2.7418 1.9358 3.8297
H -3.3817 1.9957 2.7824
H -4.3775 1.0519 3.8734
H -1.5368 -4.5961 -0.2919
H -4.5802 5.8574 13.8807
H -0.1770 -7.2687 -7.9635
H -1.9600 -1.8367 4.4850
H -0.9304 1.9844 2.7360
H -0.7891 -0.5154 0.6580
H 0.6950 -3.8938 -0.2415
H 2.2793 -7.4256 -4.4534
H 6.4995 1.8847 -4.9526
H -2.5837 1.9254 0.9128
H 0.2849 1.2286 1.6881
H -3.4653 -3.6337 -8.5127
H -2.2588 -1.8913 -4.0504
H 5.4094 4.4927 1.6534
H 0.3530 -2.3900 0.5961
H -2.9505 -0.6037 11.1860
H -3.8282 7.2962 12.0156
H -4.3377 3.3945 13.7162
H 0.0744 2.3726 -5.1935
H 2.5330 0.4792 1.8359
H -1.6081 -2.9455 -0.8010
H -0.4499 0.5359 -3.6020
H -3.4533 -3.3666 0.6272
H -1.4531 -0.2023 7.1900
H -2.0846 -1.6283 9.1029
H -1.2999 1.8984 -0.2379
H 1.1016 -5.4383 -3.5527
H -4.5899 -1.6031 -7.6378
H 4.9236 4.1652 -10.1510
H -1.6537 2.2652 7.3732
H 2.7213 -1.8047 -5.2923
H -4.0027 -0.7382 -5.3950
H -3.8701 -2.8784 3.5647
H 5.7168 0.2246 -8.6624
H -0.1927 2.8897 1.4323
H 4.1933 3.9380 3.7434
H -3.4981 -1.2030 0.4837
H 0.8533 -1.5543 -3.6677
H 6.5973 3.4257 -3.0087
H -2.4908 -4.2275 1.7992
H 1.6318 -8.3484 -6.6537
H 5.1276 -0.1737 -4.8219
H 6.3405 2.1393 -10.1111
H 0.2308 -3.9094 1.4493
H -1.0045 -3.5045 3.4611
H -2.8571 6.2692 9.9771
H 2.9054 4.2896 -8.7135
H -4.6110 0.4914 1.4288
H 3.8333 -0.6635 -2.7704
*
```

## Properties
HOMO = -8.94 eV
frontier orbital gap = 0.28781 Eh
electronic energy = -124050.2474 eV
SMILES = CCC[C@]1([PH2]=S)NC(=O)[C@@H](CON=O)[C@H]1[C@@H](I)CC.O=C1c2ccccc2C(=O)c2ccccc21.O=C1c2ccccc2C(=O)c2ccccc21.O=C1c2ccccc2C(=O)c2ccccc21.O=C1c2ccccc2C(=O)c2ccccc21

The following is a DFT calculation (the ωB97M-V functional and the def2-TZVPD basis) of C35H32F3MnN2OP2SSe3Te as an isolated structure in a non-equilibrium geometry.

ORCA input file:
```
! wB97M-V def2-TZVPD RIJCOSX def2/J DEFGRID3
* xyz -2 5
Te 3.2989 -4.5191 3.8101
Se 3.7513 -0.1709 3.4605
Se 1.8900 -3.1217 2.3206
Se 3.4457 0.4683 5.5963
Mn 2.0741 -0.2011 1.7867
S 4.3597 -2.3116 0.5967
P -2.3923 -2.7315 -0.1168
P 0.2646 -0.6709 0.2975
F 6.6929 2.6102 -2.8631
F 6.4609 4.2653 -1.4762
F 5.0283 3.9421 -3.0641
O 1.3831 1.7781 1.9332
N 0.3418 3.3629 3.1260
N 3.3797 0.8234 0.5060
C 1.3947 -2.2647 -1.6173
C 0.8707 -0.6609 -3.8087
C -3.1637 -0.3304 -3.4240
C -0.7723 0.8286 0.2237
C 4.7876 2.7682 0.1694
C -2.7133 -1.1425 -4.4557
C 2.9975 -1.8620 1.3611
C 4.3381 1.2727 -1.6712
C 0.7395 2.0806 2.9367
C -3.7047 -1.7556 2.1837
C 0.4010 -0.2923 -2.5560
C -2.6185 2.1738 1.0214
C -2.1430 3.2676 0.3172
C -3.0702 -0.7550 -2.1070
C -3.7796 -1.9616 0.8041
C -5.0109 -1.7523 0.1777
C 1.5981 -1.8299 -3.9716
C -0.8384 -2.0943 0.6908
C 1.8487 -2.6390 -2.8713
C 3.9966 1.9736 0.9428
C 0.6157 -0.3491 3.3342
C -6.0170 -1.0891 2.2615
C -1.9320 0.9658 0.9758
C 5.7751 3.2791 -2.0979
C -0.2616 1.9599 -0.4216
C -4.8074 -1.3159 2.9014
C -0.9546 3.1585 -0.3972
C 5.0084 2.4405 -1.1980
C -2.1681 -2.3834 -4.1633
C -6.1141 -1.3158 0.8954
C -2.5277 -2.0024 -1.7984
C 0.6689 -1.0823 -1.4438
C -2.0870 -2.8104 -2.8463
C 3.5860 0.5268 -0.8166
C 0.4078 1.0439 3.9444
H -0.3524 -0.6882 2.9381
H -7.0548 -1.1505 0.3836
H 3.1137 -0.3719 -1.1805
H -0.5946 1.2172 4.3564
H 0.6992 1.9030 -0.9207
H -5.1039 -1.9242 -0.8878
H -1.7994 -3.0169 -4.9603
H -0.5495 4.0199 -0.9144
H -0.1807 0.6137 -2.4598
H 0.8836 -1.0488 4.1228
H 2.4323 -3.5443 -2.9794
H -3.5252 2.2517 1.6102
H 0.6649 -0.0261 -4.6621
H -0.1541 -2.9370 0.5699
H -2.7807 -0.8062 -5.4833
H -1.6670 -3.7830 -2.6164
H -6.8768 -0.7421 2.8208
H -2.6734 4.2119 0.3466
H 1.6566 -2.8721 -0.7567
H 5.2383 3.6463 0.6121
H -2.3069 0.1247 1.5392
H 1.1251 1.1752 4.7643
H 1.9782 -2.1032 -4.9485
H 4.4319 0.9553 -2.7021
H 0.0208 3.6411 4.0355
H 3.8216 2.2491 1.9735
H -1.0176 -2.0909 1.7666
H -4.7161 -1.1505 3.9676
H -3.4229 -0.1105 -1.3166
H -2.7757 -1.9278 2.7130
H -3.5821 0.6446 -3.6442
H 0.7387 4.0660 2.5243
*
```

## Properties
HOMO (alpha / beta) = 0.04 / -0.51 eV
frontier orbital gap (alpha / beta) = 0.13193 / 0.15230 Eh
electronic energy = -314060.3104 eV
energy above the lowest of the compared OMol25 structures with the same formula, charge and spin = 75.9 kcal per mole

The following is a DFT calculation (the ωB97M-V functional and the def2-TZVPD basis) of CsH2O as an isolated structure in a non-equilibrium geometry.

ORCA input file:
```
! wB97M-V def2-TZVPD RIJCOSX def2/J DEFGRID3
* xyz 1 1
Cs 1.8920 -26.4477 6.7499
O 4.0067 -25.6186 4.3583
H 4.9448 -25.4507 4.4515
H 3.8212 -26.5072 4.6847
*
```

## Properties
HOMO = -16.01 eV
frontier orbital gap = 0.43565 Eh
electronic energy = -2622.2007 eV
energy above the lowest of the compared OMol25 structures with the same formula, charge and spin = 11.1 kcal per mole

The following is a DFT calculation (the ωB97M-V functional and the def2-TZVPD basis) of a 3-piece molecular cluster, CH10NO2 overall in a non-equilibrium geometry.

ORCA input file:
```
! wB97M-V def2-TZVPD RIJCOSX def2/J DEFGRID3
* xyz 1 1
O -1.8229 1.2992 -0.7369
O -0.2395 -1.3930 -1.7975
N 0.5004 0.0403 0.4624
C 1.3293 0.3055 1.6806
H 0.7290 0.2549 2.5810
H -0.3349 -0.5403 0.5020
H -2.2959 1.1807 -1.5641
H 1.6968 1.3411 1.6874
H 1.1325 -0.4657 -0.1421
H 2.1515 -0.3904 1.7348
H -2.4937 1.2786 -0.0503
H -0.9858 -1.6640 -2.3499
H 0.3796 -2.1274 -1.9415
H 0.2536 0.8804 -0.0658
*
```

## Properties
HOMO = -15.86 eV
frontier orbital gap = 0.45836 Eh
electronic energy = -6777.9925 eV
energy above the lowest of the compared OMol25 structures with the same formula, charge and spin = 14.9 kcal per mole

The following is a DFT calculation (the ωB97M-V functional and the def2-TZVPD basis) of one molecule with the formula C3H7N3S2 in a non-equilibrium geometry.

ORCA input file:
```
! wB97M-V def2-TZVPD RIJCOSX def2/J DEFGRID3
* xyz 0 1
S 0.6662 -2.3077 0.2420
S -1.7562 0.2741 2.4695
N 0.4276 0.5627 -1.5639
N -1.4226 -0.0660 -0.1396
N 0.2125 -1.0085 1.2484
C -0.6940 0.0004 -1.3454
C -0.9661 -0.2790 1.1278
C 1.0936 1.3093 -0.5092
H 0.4104 1.7224 0.2307
H 1.5331 -1.6739 -0.5547
H -2.3851 0.2144 -0.1915
H 1.6782 2.1399 -0.9736
H -1.1969 -0.4680 -2.2131
H 0.5277 -1.0985 2.2050
H 1.8716 0.6785 -0.0326
*
```

## Properties
HOMO = -8.71 eV
frontier orbital gap = 0.33263 Eh
electronic energy = -29364.5006 eV
energy above the lowest of the compared OMol25 structures with the same formula, charge and spin = 26.0 kcal per mole
SMILES = C/N=C\NC(=S)NS

The following is a DFT calculation (the ωB97M-V functional and the def2-TZVPD basis) of a 2-piece molecular cluster, C3H6ClNO overall in a non-equilibrium geometry.

ORCA input file:
```
! wB97M-V def2-TZVPD RIJCOSX def2/J DEFGRID3
* xyz 0 1
Cl 1.3084 2.2831 1.5559
O 1.7744 -0.8298 -0.3224
N 1.4198 2.0768 -0.1287
C 0.8985 -0.0636 -0.1417
C -1.1726 -1.3878 -0.0626
C -0.5283 0.0147 -0.0936
H -1.0799 -1.7836 0.8750
H -1.0036 0.6754 0.5332
H 2.3630 2.1323 -0.5200
H -0.7942 -2.2143 -0.6206
H -2.1912 -1.3868 -0.0829
H -0.9942 0.4836 -0.9916
*
```

## Properties
HOMO (alpha / beta) = -8.15 / -8.15 eV
frontier orbital gap (alpha / beta) = 0.31112 / 0.31098 Eh
electronic energy = -19264.2125 eV
energy above the lowest of the compared OMol25 structures with the same formula, charge and spin = 105.0 kcal per mole